Below is C3H5NO in the gas phase in a non-equilibrium geometry, with properties calculated with wB97M-V/def2-TZVPD.

Last column: Löwdin charge in e.
Positions of all 10 atoms, in Å:
O1 -0.3509 0.4517 -0.8328  -0.18
N1 2.3851 -0.2556 1.1459  0.15
C1 1.5820 -0.4046 0.3272  -0.18
C2 0.5320 -0.6184 -0.6978  -0.23
C3 -1.1297 0.7257 0.3193  -0.10
H1 0.0047 -1.5497 -0.4395  0.13
H2 -0.6979 1.5542 0.8918  0.09
H3 -1.2109 -0.1503 0.9773  0.09
H4 -2.1288 1.0039 -0.0222  0.09
H5 1.0145 -0.7568 -1.6692  0.13

The charge is 0. For the LUMO energy, the calculation gives 0.807 eV. The calculation puts the energy at -247.2647 a.u. Its frontier orbital gap is 0.4288 Eh. Its spin multiplicity is 1. As for the SMILES: COCC#N.

***

Below is C16H47Hg2O12S as an isolated structure in a non-equilibrium geometry, with properties calculated with wB97M-V/def2-TZVPD.

Last column: Löwdin charge in e.
Positions of all 78 atoms, in Å:
Hg1 1.1967 -5.8900 1.0762  0.31
Hg2 6.2502 -0.6295 -0.6420  0.25
S1 6.4458 2.6010 -5.4478  0.31
O1 -3.3123 -5.9950 -1.4884  -0.09
O2 0.5670 -3.1277 -6.8057  -0.10
O3 6.2650 2.5166 -3.9860  -0.16
O4 6.2188 3.8900 -6.0469  -0.10
O5 -1.2455 -4.7201 5.4483  -0.09
O6 6.2722 3.3251 3.0175  -0.13
O7 1.1802 -0.9333 0.3440  0.11
O8 5.6588 1.5438 -6.1449  -0.06
O9 -7.9187 3.8830 0.6630  -0.10
O10 7.8526 2.2680 -5.6732  -0.02
O11 2.8322 -1.7787 8.5637  -0.07
O12 1.1362 5.6757 -7.5928  -0.07
C1 -0.8687 6.0542 -6.4599  -0.08
C2 -4.3042 -5.1259 -1.8299  -0.36
C3 -2.5175 -4.5345 5.8684  -0.38
C4 -5.4000 -5.9285 -2.5400  -0.08
C5 0.2966 0.1746 0.2635  -0.22
C6 -0.3840 -3.9961 -7.4333  -0.28
C7 3.8718 -1.0926 8.0215  -0.35
C8 -1.4677 -2.9714 -7.9078  -0.09
C9 7.1829 3.9290 3.9486  -0.29
C10 -2.7339 -5.5292 6.9572  -0.10
C11 4.4678 -0.2619 9.2182  -0.07
C12 -0.6365 0.3381 1.5045  -0.03
C13 -7.0942 3.7895 -1.6607  -0.09
C14 6.2817 4.7217 4.8981  -0.09
C15 -6.7969 4.2144 -0.1868  -0.29
C16 0.3396 5.0822 -6.6174  -0.34
H1 -6.2978 -5.3119 -2.4949  0.07
H2 -1.6379 5.7570 -7.1727  0.07
H3 -8.7306 4.2992 0.3641  0.08
H4 -0.6674 -4.3491 6.1189  0.09
H5 -5.8005 3.9618 0.1756  0.10
H6 0.1024 4.0234 -6.7208  0.11
H7 -0.5716 7.0970 -6.5714  0.08
H8 1.9933 5.6919 -7.1607  0.08
H9 4.6524 -1.6557 7.5100  0.10
H10 5.6824 4.0285 5.4885  0.07
H11 3.8324 0.5608 9.5463  0.07
H12 -3.1196 -6.4844 -2.2915  0.09
H13 -0.9764 1.3661 1.3798  0.08
H14 -0.2896 0.0451 -0.6463  0.18
H15 -5.7032 -6.7888 -1.9434  0.08
H16 -3.0956 -4.6844 4.9566  0.12
H17 7.7433 4.5495 3.2493  0.11
H18 3.1868 -2.3334 9.2624  0.09
H19 0.9465 0.9869 -0.0623  0.16
H20 4.6211 -0.8188 10.1425  0.06
H21 -6.1146 3.9026 -2.1252  0.06
H22 -3.7731 -5.4471 7.2757  0.08
H23 5.8957 4.0869 2.5708  0.07
H24 -0.0903 0.2576 2.4444  0.09
H25 -7.3900 2.7424 -1.7250  0.07
H26 -7.7700 4.4180 -2.2407  0.07
H27 -2.5688 -3.5522 6.3381  0.12
H28 -3.7226 -4.3654 -2.3509  0.11
H29 -2.2510 -3.5276 -8.4229  0.07
H30 5.4791 0.1190 9.0758  0.06
H31 -1.0553 -2.2591 -8.6224  0.07
H32 -2.0058 -5.3550 7.7495  0.08
H33 -1.3398 5.8982 -5.4894  0.06
H34 0.0521 -4.5097 -8.2901  0.11
H35 7.7674 3.1220 4.3905  0.11
H36 -6.7189 5.2988 -0.1092  0.10
H37 -4.8070 -4.6354 -0.9964  0.11
H38 0.8612 5.1460 -5.6624  0.10
H39 -5.1758 -6.3011 -3.5395  0.07
H40 6.7947 5.4618 5.5121  0.07
H41 -1.8437 -2.3708 -7.0796  0.06
H42 -1.4818 -0.3404 1.6192  0.09
H43 -0.8145 -4.8092 -6.8487  0.10
H44 5.4908 5.2400 4.3559  0.07
H45 -2.5883 -6.5771 6.6946  0.08
H46 3.4521 -0.5571 7.1699  0.11
H47 0.2115 -2.5195 -6.1536  0.07

The charge is +1. For the LUMO energy, the calculation gives -9.421 eV. The calculation puts the energy at -2244.8025 a.u. Its frontier orbital gap is 0.0782 Eh. Its spin multiplicity is 1.

***

Below is C23H21F3N4O4PdS as an isolated structure, with properties calculated with wB97M-V/def2-TZVPD.

Last column: Löwdin charge in e.
Positions of all 57 atoms, in Å:
Pd1 -1.4269 -0.6583 -0.5440  0.97
S1 -1.7124 -3.0795 -1.0183  0.71
F1 -5.8940 0.0169 -2.2328  0.16
F2 -5.8053 -1.8971 -1.2284  0.15
F3 -6.1704 -0.0901 -0.0922  0.15
O1 -1.3488 -1.3957 2.1688  -0.18
O2 -3.2480 -0.4388 -1.9381  -0.03
O3 -3.5145 -0.4954 0.2520  -0.04
O4 0.5021 -0.6352 -1.5159  -0.15
N1 -0.3031 0.7210 0.7712  -0.02
N2 0.5520 -2.9700 0.3813  0.03
N3 0.4475 1.6431 0.3292  0.09
N4 0.7386 -3.6473 -1.8118  0.03
C1 3.1557 4.0624 -2.8085  -0.04
C2 -0.6249 2.1368 2.7611  -0.02
C3 -1.7615 -0.0052 4.0992  -0.02
C4 -0.0156 -3.2415 -0.7928  -0.80
C5 2.7123 -3.7395 -0.4061  -0.15
C6 1.9887 -2.7936 0.5374  -0.16
C7 -1.6533 1.2274 4.7225  -0.08
C8 -2.4135 -2.2770 2.5435  -0.07
C9 1.0096 1.6309 -0.8983  -0.15
C10 2.3314 5.1465 -0.8423  -0.08
C11 2.5449 1.7147 -3.2579  -0.01
C12 1.7135 2.8459 -1.2609  -0.10
C13 3.0897 5.1826 -2.0191  -0.09
C14 -3.9575 -0.4713 -0.9152  -0.60
C15 1.8888 0.5817 -2.9257  -0.01
C16 1.0707 0.4898 -1.7473  -0.33
C17 -5.4820 -0.5953 -1.1217  -0.55
C18 2.1902 -3.5383 -1.8187  -0.16
C19 -1.0826 2.2977 4.0555  -0.09
C20 -1.2991 -0.1776 2.8022  -0.22
C21 1.6550 4.0091 -0.4724  -0.03
C22 -0.7290 0.9077 2.1116  -0.17
C23 2.4760 2.8873 -2.4446  -0.18
H1 2.2484 -1.7522 0.3207  0.12
H2 -0.0527 -2.5639 1.0868  0.09
H3 0.2494 -3.7347 -2.6871  0.13
H4 2.5399 -4.7709 -0.0933  0.12
H5 -2.4567 -3.0366 1.7654  0.06
H6 3.6123 6.0863 -2.3020  0.10
H7 3.1359 1.7557 -4.1654  0.12
H8 1.9263 -0.3024 -3.5492  0.11
H9 2.4697 -2.5469 -2.1887  0.11
H10 -3.3578 -1.7349 2.5664  0.10
H11 3.7849 -3.5521 -0.3764  0.12
H12 -1.0010 3.2620 4.5380  0.10
H13 2.2718 6.0276 -0.2165  0.10
H14 -0.1924 2.9658 2.2237  0.09
H15 2.2434 -3.0037 1.5760  0.13
H16 -2.2036 -0.8343 4.6300  0.11
H17 -2.0195 1.3453 5.7331  0.10
H18 1.0657 4.0008 0.4322  0.09
H19 3.7321 4.0669 -3.7257  0.11
H20 -2.2100 -2.7437 3.5091  0.09
H21 2.5897 -4.2890 -2.4999  0.12

The charge is 0. For the LUMO energy (spin up / spin down), the calculation gives -0.670 / -1.467 eV. The calculation puts the energy at -2234.7189 a.u. Its frontier orbital gap (spin up / spin down) is 0.2551 / 0.2253 Eh. Its spin multiplicity is 3.

***

Below is C29H39NO3 in the gas phase in a non-equilibrium geometry, with properties calculated with wB97M-V/def2-TZVPD.

Last column: Löwdin charge in e.
Positions of all 72 atoms, in Å:
O1 -1.7143 0.2587 -3.4008  0.06
O2 0.1796 4.5579 0.9250  0.12
O3 -4.0498 2.5317 0.8222  0.12
N1 -7.4604 -2.1867 1.2112  -0.02
C1 4.9500 -3.2171 1.2287  -0.23
C2 4.9233 1.3785 -1.0000  -0.19
C3 4.9249 -1.0493 -0.0298  -0.24
C4 -1.9215 1.8338 4.5577  -0.08
C5 -0.3911 3.4825 0.9924  -0.25
C6 -2.3398 1.2028 -1.3061  -0.06
C7 -0.6920 2.6082 -0.1992  -0.04
C8 -1.9417 2.0138 -0.2471  -0.03
C9 5.6576 0.0063 -0.8685  -0.20
C10 3.3417 -5.0133 0.4850  -0.11
C11 -3.9446 -0.7311 -1.9922  -0.19
C12 -2.8577 2.3040 0.9280  -0.24
C13 -5.4615 -1.0992 -1.8732  -0.21
C14 -5.7655 -1.8783 -0.5774  -0.21
C15 -3.7484 0.6273 -1.2944  -0.12
C16 3.3824 1.3328 -0.8227  -0.18
C17 4.6940 -4.3267 0.1857  -0.27
C18 0.2236 2.4204 -1.2282  -0.13
C19 2.7289 2.3213 -1.8596  -0.19
C20 -1.4033 1.0230 -2.3050  -0.23
C21 -0.1557 1.6085 -2.2608  0.04
C22 1.5823 3.1080 -1.1860  -0.13
C23 5.8535 -2.0918 0.6231  -0.21
C24 -0.9054 2.9252 2.2993  -0.10
C25 -7.2655 -1.8204 -0.2121  -0.28
C26 -0.6819 2.4192 4.5948  -0.06
C27 -0.1658 2.9849 3.4450  -0.01
C28 -2.6647 1.7817 3.4029  -0.01
C29 -2.1473 2.3346 2.2585  -0.09
H1 -2.3185 1.3968 5.4690  0.11
H2 3.4600 3.0548 -2.2112  0.10
H3 4.7031 -3.8733 -0.8113  0.10
H4 -4.0799 0.4937 -0.2633  0.10
H5 6.6149 0.2067 -0.3665  0.10
H6 6.4671 -2.5441 -0.1638  0.11
H7 0.5264 1.4073 -3.0825  0.12
H8 2.5352 -4.3461 0.1714  0.07
H9 5.3593 2.0935 -0.2962  0.11
H10 -5.4828 -2.9222 -0.7504  0.11
H11 -7.6762 -0.8175 -0.3688  0.10
H12 -5.7929 -1.6269 -2.7746  0.11
H13 -0.8772 0.0948 -3.8509  0.11
H14 5.4572 -3.5755 2.1286  0.11
H15 -4.4552 1.3319 -1.7460  0.13
H16 5.9065 -0.3392 -1.8759  0.11
H17 -3.7531 -0.6785 -3.0622  0.09
H18 2.9485 0.3545 -1.0308  0.10
H19 -7.1977 -3.1628 1.3002  0.06
H20 1.8378 3.4205 -0.1764  0.10
H21 -3.3703 -1.5459 -1.5390  0.12
H22 -7.8335 -2.4963 -0.8584  0.11
H23 -5.1729 -1.4174 0.2208  0.10
H24 3.2887 -5.9811 -0.0191  0.06
H25 5.5133 -5.0508 0.2546  0.10
H26 -6.0158 -0.1502 -1.8815  0.10
H27 4.2742 -0.6300 0.7446  0.11
H28 3.9820 -2.7618 1.4699  0.10
H29 5.1424 1.7541 -2.0048  0.09
H30 -6.8031 -1.6305 1.7457  0.05
H31 3.1271 1.7307 0.1608  0.10
H32 2.4074 1.7453 -2.7294  0.09
H33 6.4463 -1.6311 1.4178  0.11
H34 1.4561 4.0386 -1.7601  0.13
H35 -0.1216 2.4320 5.5229  0.11
H36 0.8184 3.4415 3.4551  0.13
H37 4.2688 -1.6126 -0.7113  0.11
H38 3.2886 -5.1657 1.5672  0.07
H39 -3.6426 1.3117 3.4097  0.13

The charge is 0. For the LUMO energy, the calculation gives -0.371 eV. The calculation puts the energy at -1408.8979 a.u. Its frontier orbital gap is 0.3138 Eh. Its spin multiplicity is 1. As for the SMILES: CCCCCCCCCCc1cc(O)c(CCCCCN)c2c1C(=O)c1ccccc1C2=O.

***

The highest energy belongs to which entry?
C3H5NO

***

The highest energy belongs to which entry?
C3H5NO

***

Which formula does entry 1 have?
C3H5NO

***

What is the formula in the second record?
C16H47Hg2O12S